1.
ORCA calculation (wB97M-V/def2-TZVPD) on C6H7O3 as an isolated structure in a non-equilibrium geometry.

Computed properties:
orbital gap = 8.30 eV
charge = +1
strongest force on any atom = 6.2 eV/Å
energy = -458.14865 hartree
HOMO energy = -0.5601 hartree
relative energy (zero: lowest compared OMol25 entry of this formula, charge and spin) = 44.8 kcal per mole

Structure (XYZ):
```
16
Properties=species:S:1:pos:R:3:forces:R:3:lowdin_charge:R:1
C -1.456 1.246 0.005 -0.11 -0.60 -0.38 0.219
C -0.106 1.056 0.045 0.52 1.34 -0.46 -0.169
C -2.211 -0.039 -0.281 0.78 0.27 0.43 -0.506
C 0.266 -0.290 -0.088 -5.54 -2.58 0.22 0.050
C 0.975 2.066 0.277 -1.32 1.63 -3.26 0.018
C 1.065 -2.498 -0.119 5.19 -1.52 3.00 0.103
O -3.376 -0.175 -0.427 -0.58 0.37 -0.09 0.223
O -1.366 -1.068 -0.295 4.54 0.55 0.13 0.090
O 1.210 -1.048 0.108 -0.92 1.10 -0.36 0.143
H -2.075 2.154 0.135 0.89 -0.38 -0.01 0.174
H 0.473 2.815 0.813 -0.30 1.43 0.83 0.081
H 1.445 2.582 -0.654 -0.99 -1.27 1.38 0.157
H 1.706 1.684 0.863 2.44 -1.18 1.74 0.055
H 0.154 -2.759 -0.463 -3.02 -0.52 -0.91 0.057
H 1.409 -3.032 0.899 -1.17 1.44 -2.25 0.183
H 1.886 -2.693 -0.818 -0.42 -0.08 -0.02 0.123
```
Forces are in eV/Å.



2.
ORCA calculation (wB97M-V/def2-TZVPD) on a 2-piece molecular cluster, C6H7O4 overall in a non-equilibrium geometry.

Computed properties:
orbital gap (spin up / spin down) = 6.81 / 9.62 eV
multiplicity = 2
strongest force on any atom = 2.8 eV/Å
energy = -533.62335 hartree
HOMO energy (spin up / spin down) = -0.2642 / -0.3618 hartree
relative energy (zero: lowest compared OMol25 entry of this formula, charge and spin) = 0.0 kcal per mole

Structure (XYZ):
```
17
Properties=species:S:1:pos:R:3:forces:R:3:lowdin_spin:R:1
H -0.761 2.784 -1.032 -0.21 0.39 -0.01 0.000
C 0.504 1.459 -1.924 1.91 -2.09 -0.11 0.202
O 0.444 2.008 -2.947 -0.70 0.58 0.31 0.148
C 0.845 0.550 -0.961 -0.51 0.69 -0.20 0.052
C 0.302 0.427 0.321 -1.29 0.75 -0.12 0.431
C 0.722 -0.579 1.267 -0.30 -2.54 0.80 0.075
C 0.250 -2.047 1.179 1.05 0.85 0.72 0.036
O -0.306 -1.192 2.153 0.94 1.30 -0.68 0.002
C -0.725 -2.507 0.149 -0.52 0.00 -0.33 0.006
O -1.378 -3.528 0.230 0.89 1.15 -0.25 0.010
H 1.639 -0.125 -1.289 -0.11 0.31 -0.15 -0.004
H -0.518 1.083 0.611 0.33 -0.27 -0.04 0.018
H 1.708 -0.391 1.742 -0.72 -0.49 0.04 0.018
H 0.909 -2.802 1.592 0.03 -0.24 0.01 0.002
H -0.790 -1.744 -0.671 -0.56 -0.68 -0.02 0.003
O -1.240 2.856 -0.203 -0.16 0.21 -0.01 0.000
H -1.603 3.747 -0.218 -0.06 0.06 0.03 0.000
```
Forces are in eV/Å.



3.
ORCA calculation (wB97M-V/def2-TZVPD) on C6H7O6Pd as an isolated structure in a non-equilibrium geometry.

Computed properties:
orbital gap (spin up / spin down) = 7.58 / 7.80 eV
multiplicity = 4
strongest force on any atom = 13.8 eV/Å
energy = -811.92060 hartree
HOMO energy (spin up / spin down) = -0.2823 / -0.3611 hartree

Structure (XYZ):
```
20
Properties=species:S:1:pos:R:3:forces:R:3:lowdin_spin:R:1
O 0.126 0.257 1.562 -3.00 -3.66 4.29 0.319
O -1.802 -0.735 0.781 0.20 -0.10 0.06 0.017
C -2.635 0.381 0.515 -0.20 0.26 0.16 0.002
C -1.992 0.975 -0.732 -0.76 0.28 -0.07 0.019
O -0.607 0.700 -0.535 -4.45 -2.72 -2.94 0.113
C -0.478 -0.359 0.557 -2.00 -3.41 -0.53 0.047
H -3.657 0.025 0.352 0.28 0.07 0.04 0.001
H -2.619 1.090 1.357 -0.01 -0.16 -0.18 0.000
H -2.148 2.056 -0.828 0.08 -0.25 0.00 0.000
H -2.336 0.465 -1.643 0.22 0.12 0.22 0.004
Pd 0.795 1.399 0.401 9.81 9.71 -1.04 1.339
O 2.786 1.499 -0.098 -0.66 1.17 -0.37 0.186
O 2.624 -0.685 0.230 -0.46 -1.87 0.87 0.185
C 1.632 -1.113 -0.592 0.58 0.82 -0.96 0.588
C 0.316 -1.532 -0.047 0.07 -0.20 0.18 0.087
O 4.624 0.267 0.341 -1.23 0.47 -0.42 0.019
C 3.441 0.429 0.122 1.66 -0.77 0.29 0.026
H 1.771 -0.851 -1.641 -0.21 -0.15 0.18 0.030
H -0.289 -1.982 -0.847 0.23 0.17 0.24 0.001
H 0.447 -2.285 0.744 -0.12 0.20 -0.03 0.016
```
Forces are in eV/Å.